Version 1
Formula: C16H17N
Source: OMol25
Level of theory: ωB97M-V with the def2-TZVPD basis set

Output
HOMO-LUMO gap: 8.542 eV
highest occupied orbital energy: -7.71 eV
multiplicity: 1

Each line ends with the Löwdin charge.
Atoms and positions in Å:
C  2.268  1.677  2.403  -0.074
C  -0.225  1.333  1.590  -0.147
C  0.971  1.012  2.304  -0.275
C  -1.247  0.287  1.792  -0.190
C  0.615  -0.119  3.067  -0.052
C  -0.503  2.189  0.527  -0.024
C  -2.557  0.461  1.341  -0.059
C  -1.673  2.096  -0.228  -0.059
C  -2.738  1.277  0.253  -0.095
N  -0.711  -0.602  2.777  0.058
H  0.316  2.837  0.344  0.097
H  2.605  1.963  3.363  0.046
H  2.556  2.555  1.720  0.096
H  1.181  -0.409  3.998  0.130
H  -1.100  -1.543  3.010  0.158
H  -3.463  -0.105  1.680  0.120
H  -1.749  2.407  -1.147  0.039
H  -3.746  1.358  -0.111  0.093
H  3.073  0.843  1.991  0.127
C  -1.323  -2.662  -2.043  -0.080
C  1.658  -0.632  -0.866  -0.081
C  1.992  0.058  -2.068  -0.092
C  0.538  -1.410  -0.872  -0.074
C  -0.244  -1.706  -1.980  -0.291
C  1.338  -0.222  -3.255  -0.108
C  0.246  -1.093  -3.207  -0.038
H  2.340  -0.670  -0.057  0.085
H  2.947  0.701  -1.974  0.124
H  0.082  -1.677  0.020  0.079
H  1.682  0.143  -4.196  0.089
H  -0.964  -3.613  -2.530  0.106
H  -2.237  -2.294  -2.503  0.082
H  -0.343  -1.435  -4.127  0.126
H  -1.583  -3.004  -1.020  0.084


Version 2
Formula: C16H17N
Source: OMol25
Level of theory: ωB97M-V with the def2-TZVPD basis set

Output
HOMO-LUMO gap: 8.597 eV
highest occupied orbital energy: -7.84 eV
multiplicity: 1

Each line ends with the Löwdin charge.
Atoms and positions in Å:
C  3.005  -0.711  1.603  -0.059
C  0.273  -3.031  2.551  -0.230
C  1.180  -2.578  1.583  -0.139
C  1.917  -1.502  2.215  -0.242
C  1.357  -1.300  3.450  -0.051
C  -0.663  -4.492  0.976  -0.119
C  -0.595  -4.113  2.286  -0.023
C  0.126  -3.979  -0.075  -0.086
C  1.061  -2.983  0.251  -0.026
N  0.376  -2.263  3.669  0.063
H  -1.290  -5.346  0.737  0.097
H  -1.216  -4.557  3.049  0.104
H  0.198  -4.350  -1.075  0.087
H  1.483  -2.474  -0.605  0.106
H  -0.370  -2.240  4.351  0.154
H  1.703  -0.769  4.329  0.120
H  3.801  -0.640  2.359  0.084
H  2.613  0.227  1.173  0.088
H  3.491  -1.204  0.757  0.072
C  -0.848  2.133  -4.392  -0.047
C  -1.790  3.652  -1.048  -0.092
C  -1.825  2.738  -2.114  -0.047
C  -1.224  4.925  -1.164  -0.102
C  -1.155  3.135  -3.267  -0.278
C  -0.723  5.343  -2.398  -0.094
C  -0.766  4.466  -3.463  -0.066
H  -2.061  3.325  -0.052  0.096
H  -2.301  1.777  -1.981  0.107
H  -1.125  5.493  -0.253  0.094
H  -0.525  6.402  -2.547  0.102
H  -1.622  1.371  -4.307  0.068
H  0.072  1.606  -4.155  0.077
H  -0.484  4.722  -4.482  0.107
H  -0.834  2.627  -5.367  0.075


Which of them is the most stable, and which is the least stable? version 2 and version 1, in that order.


Version 1
Formula: C16H17N
Source: OMol25
Level of theory: ωB97M-V with the def2-TZVPD basis set

Output
HOMO-LUMO gap: 8.804 eV
highest occupied orbital energy: -7.90 eV
multiplicity: 1

Each line ends with the Löwdin charge.
Atoms and positions in Å:
C  0.754  -2.460  -3.393  -0.022
C  -0.548  1.051  -3.641  -0.206
C  -0.160  -0.102  -2.925  -0.152
C  0.270  -1.117  -3.840  -0.272
C  0.116  -0.671  -5.141  0.009
C  -1.144  2.241  -1.624  -0.040
C  -1.108  2.163  -3.000  -0.060
C  -1.041  0.907  -0.898  -0.068
C  -0.470  -0.171  -1.517  -0.049
N  -0.404  0.785  -5.054  0.060
H  -1.311  3.177  -1.114  0.088
H  -1.569  2.854  -3.642  0.091
H  -1.397  0.838  0.155  0.091
H  -0.035  -1.068  -1.086  0.092
H  -0.225  1.471  -5.751  0.104
H  0.058  -1.085  -6.220  0.132
H  1.755  -2.438  -3.893  0.106
H  0.146  -3.222  -3.682  0.048
H  0.879  -2.281  -2.352  0.050
C  2.498  0.152  3.484  -0.068
C  -1.167  -0.764  3.159  -0.100
C  -1.568  -0.501  4.420  -0.148
C  0.141  -0.260  2.700  -0.072
C  0.997  0.176  3.625  -0.334
C  -0.827  0.307  5.350  -0.074
C  0.456  0.599  4.891  -0.061
H  -1.691  -1.623  2.424  0.163
H  -2.631  -0.770  4.770  0.121
H  0.345  -0.396  1.671  0.080
H  -1.103  0.727  6.250  0.069
H  2.939  0.870  2.736  0.085
H  2.696  -0.960  3.147  0.120
H  1.303  1.118  5.591  0.149
H  3.045  0.452  4.399  0.066


Version 2
Formula: C16H17N
Source: OMol25
Level of theory: ωB97M-V with the def2-TZVPD basis set

Output
HOMO-LUMO gap: 8.901 eV
highest occupied orbital energy: -8.02 eV
multiplicity: 1

Each line ends with the Löwdin charge.
Atoms and positions in Å:
C  2.178  1.687  -2.669  -0.025
C  1.779  -2.160  -2.792  -0.172
C  1.602  -0.829  -2.183  -0.156
C  2.160  0.229  -3.037  -0.223
C  2.895  -0.429  -3.997  0.002
C  0.629  -3.042  -1.051  -0.137
C  1.324  -3.304  -2.184  -0.045
C  0.250  -1.800  -0.609  -0.120
C  0.908  -0.673  -1.041  -0.058
N  2.614  -1.899  -3.922  0.056
H  0.327  -3.857  -0.387  0.109
H  1.560  -4.397  -2.279  0.129
H  -0.503  -1.647  0.132  0.092
H  0.357  0.280  -0.569  0.149
H  3.143  -2.676  -4.319  0.134
H  3.231  -0.093  -4.862  0.055
H  1.339  1.645  -1.908  0.078
H  2.071  2.252  -3.500  0.036
H  3.095  1.848  -2.070  0.097
C  -3.172  1.961  1.192  -0.066
C  -0.277  0.980  3.342  -0.048
C  -1.050  0.303  4.271  -0.129
C  -1.000  1.598  2.267  -0.035
C  -2.361  1.648  2.375  -0.344
C  -2.393  0.494  4.389  -0.123
C  -3.096  1.249  3.478  -0.081
H  0.748  1.054  3.528  0.083
H  -0.527  -0.327  4.941  0.089
H  -0.437  2.022  1.467  0.097
H  -2.979  0.026  5.306  0.144
H  -2.596  2.117  0.335  0.054
H  -3.880  2.763  1.541  0.102
H  -4.062  1.822  3.892  0.167
H  -3.876  1.158  0.924  0.090


Which of them is the most stable, and which is the least stable? version 2 and version 1, in that order.


Version 1
Formula: C3H5ClN2OS
Source: OMol25
Level of theory: ωB97M-V with the def2-TZVPD basis set

Output
HOMO-LUMO gap: 9.443 eV
highest occupied orbital energy: -9.08 eV
multiplicity: 1

Each line ends with the Löwdin charge.
Atoms and positions in Å:
C  -1.306  0.221  -1.020  -0.485
C  -0.698  1.164  0.012  -0.539
C  1.728  -0.988  0.170  -0.722
H  -1.960  0.822  -1.660  0.084
H  -0.537  -0.253  -1.641  0.075
H  0.647  1.218  1.539  0.156
H  0.119  -1.408  1.401  0.140
H  1.963  -2.050  0.267  0.068
N  0.072  0.574  1.003  0.035
N  0.607  -0.689  0.865  -0.104
O  -0.936  2.353  0.004  0.083
S  2.638  0.045  -0.694  0.630
Cl  -2.336  -1.009  -0.246  0.580


Version 2
Formula: C3H5ClN2OS
Source: OMol25
Level of theory: ωB97M-V with the def2-TZVPD basis set

Output
HOMO-LUMO gap: 8.613 eV
highest occupied orbital energy: -9.34 eV
multiplicity: 1

Each line ends with the Löwdin charge.
Atoms and positions in Å:
C  0.538  -1.364  -1.138  -0.648
C  1.406  -0.628  -0.157  -0.826
C  -1.494  1.315  0.769  -0.175
H  -0.509  -1.671  -0.656  0.147
H  1.007  -2.296  -1.109  0.018
H  0.106  1.439  -0.825  0.095
H  -2.245  1.759  0.068  0.112
H  -1.032  0.646  2.600  0.073
N  -0.194  0.953  0.012  -0.079
N  -1.774  1.230  2.066  0.042
O  0.934  0.456  0.641  -0.140
S  2.786  -1.329  0.402  0.761
Cl  0.471  -0.509  -2.673  0.619


Which of them is the most stable, and which is the least stable? version 1 and version 2, in that order.


Version 1
Formula: CH3Br2OP
Source: OMol25
Level of theory: ωB97M-V with the def2-TZVPD basis set

Output
HOMO-LUMO gap: 9.931 eV
highest occupied orbital energy: -9.97 eV
multiplicity: 1

Each line ends with the Löwdin charge.
Atoms and positions in Å:
C  -1.349  0.242  -0.082  -0.229
O  -0.005  0.250  -0.461  -0.573
P  1.437  -0.243  0.745  0.185
Br  1.960  -2.157  -0.272  0.174
Br  2.939  1.054  -0.198  0.213
H  -1.762  1.212  -0.489  0.111
H  -1.482  0.379  0.981  0.053
H  -1.736  -0.738  -0.225  0.066


Version 2
Formula: CH3Br2OP
Source: OMol25
Level of theory: ωB97M-V with the def2-TZVPD basis set

Output
HOMO-LUMO gap: 8.914 eV
highest occupied orbital energy: -9.62 eV
multiplicity: 1

Each line ends with the Löwdin charge.
Atoms and positions in Å:
C  -0.959  -0.329  -0.370  -0.296
O  1.770  0.677  -1.203  -0.583
P  0.595  0.198  0.217  0.066
Br  1.514  -1.277  1.516  0.374
Br  0.402  2.093  1.485  0.275
H  -1.866  -0.008  0.135  0.069
H  -0.632  0.033  -1.372  0.061
H  -0.825  -1.387  -0.407  0.033


Which of them is the most stable, and which is the least stable? version 1 and version 2, in that order.